The following is a DFT calculation (ωB97M-V/def2-TZVPD) of C6H11NO7 in the gas phase at a distorted geometry.

ORCA input file:
```
! RIJCOSX wB97M-V def2-TZVPD def2/J DEFGRID3
* xyz 0 1
O 3.861 -2.849 -2.609
O 2.751 -4.752 -3.023
O -0.102 1.242 0.209
O 1.177 -0.767 -0.577
O 2.083 -1.935 -1.228
O 1.674 -2.810 -2.397
O -1.918 2.523 0.674
N 2.791 -3.523 -2.660
C -1.041 0.221 2.250
C -0.715 0.025 0.762
C 0.056 3.574 -0.195
C 0.402 -1.035 0.536
C -1.945 -0.349 -0.030
C -0.779 2.423 0.287
H -1.683 -0.505 -1.083
H 1.067 3.263 -0.468
H -1.767 1.040 2.330
H 1.061 -1.044 1.425
H -2.670 0.461 0.068
H -0.115 0.458 2.789
H -1.471 -0.702 2.657
H -2.380 -1.265 0.373
H 0.076 4.327 0.596
H 0.047 -2.042 0.362
H -0.460 4.022 -1.048
*
```

Calculated values
SMILES = CC(=O)OC(C)(C)COOO[N+](=O)[O-]
frontier orbital gap (spin up / spin down) = 8.4 / 8.4 eV
lowest unoccupied orbital energy (spin up / spin down) = -0.0835 / -0.0835 Ha
strongest force on any atom = 6.0 eV/Å
HOMO (spin up / spin down) = -0.3907 / -0.3907 Ha